# 1
2 unconnected molecules or ions with the total composition C4H10NO3 in a non-equilibrium geometry, computed with wB97M-V/def2-TZVPD.

Output
- Net charge: -1
- E_HOMO: -3.628 eV
- Kohn-Sham gap: 4.50 eV
- Relative energy (zero: lowest compared OMol25 entry of this formula, charge and spin): 717.34 kJ/mol
- E: -438.71202 Eh

Geometry as XYZ:
```
18
Properties=species:S:1:pos:R:3:forces:R:3:lowdin_charge:R:1
C 0.718 -1.383 -1.089 -2.255 1.411 -0.523 -0.10
N 0.601 0.107 -1.012 -1.063 -0.005 -0.287 -0.09
C -0.257 0.602 1.326 -0.994 -0.675 0.800 -0.05
C -0.473 0.690 -0.219 3.552 0.269 1.125 -0.18
C -2.044 0.022 -0.359 -4.022 -2.725 0.697 -0.70
O -2.062 -1.256 -0.191 0.957 0.922 -0.630 -0.01
O -2.840 0.776 0.274 0.759 1.009 -0.670 0.00
H 1.275 -1.671 -2.004 0.144 0.194 0.996 0.08
H 0.984 -1.823 -0.133 0.539 -0.302 -0.156 0.07
H -0.357 -1.605 -1.277 0.898 -0.798 0.064 0.05
H 1.467 0.463 -0.554 0.482 0.339 0.435 0.05
H -0.295 1.566 1.848 0.085 0.164 -0.732 0.09
H 0.700 0.150 1.573 0.294 0.066 -0.421 0.05
H -1.059 0.034 1.806 0.218 -0.098 -0.177 0.07
H -0.661 1.727 -0.476 0.001 -0.096 -0.468 0.13
H -2.046 0.217 -1.495 0.850 0.388 0.386 0.23
H 3.639 0.657 1.108 0.048 -0.041 -0.181 -0.17
O 2.710 0.728 0.873 -0.495 -0.022 -0.258 -0.53
```
Forces are in eV/Å.


# 2
2 unconnected molecules or ions with the total composition C4H10NO3 in a non-equilibrium geometry, computed with wB97M-V/def2-TZVPD.

Output
- Net charge: +1
- E_HOMO: -13.216 eV
- Kohn-Sham gap: 10.24 eV
- Relative energy (zero: lowest compared OMol25 entry of this formula, charge and spin): 238.09 kJ/mol
- E: -438.57170 Eh

Geometry as XYZ:
```
18
Properties=species:S:1:pos:R:3:forces:R:3:lowdin_charge:R:1
C 1.534 -0.669 -2.435 -2.198 2.807 3.807 -0.24
C 2.261 -1.102 -3.363 1.595 -1.357 -1.996 0.05
C -0.348 -0.678 1.930 0.305 0.898 0.430 0.00
C -1.261 0.879 0.194 0.345 -0.615 0.008 -0.44
N -0.011 0.517 1.167 -2.697 4.489 2.319 0.06
O 0.953 -0.075 -1.570 0.735 -1.547 -1.466 0.09
O -1.201 2.132 -0.244 0.511 1.870 -0.179 0.09
O -2.324 0.781 1.050 -0.720 -0.341 0.066 0.05
H 2.600 -2.135 -3.438 -0.167 0.428 -0.138 0.10
H 2.568 -0.310 -4.044 0.093 -0.346 -0.150 0.10
H -1.091 0.081 -0.585 -1.080 0.685 0.805 0.17
H 0.485 -0.862 2.534 1.465 -0.897 0.693 0.09
H -1.137 -0.513 2.625 -0.955 -0.039 -0.171 0.10
H -0.481 -1.380 1.155 -0.548 -1.492 -0.180 0.11
H 0.799 0.306 0.683 2.179 0.107 -1.651 0.10
H 0.107 1.449 1.782 0.005 -2.699 -1.590 0.25
H -0.920 2.420 -1.133 0.060 -1.110 0.402 0.16
H -2.770 1.623 1.340 1.074 -0.839 -1.008 0.17
```
Forces are in eV/Å.


# 3
A molecular structure, C4H10NO3PS2 in a non-equilibrium geometry, computed with wB97M-V/def2-TZVPD.

Output
- Net charge: -2
- E_HOMO (spin up / spin down): -0.378 / -0.358 eV
- Kohn-Sham gap (spin up / spin down): 5.57 / 5.55 eV
- Relative energy (zero: lowest compared OMol25 entry of this formula, charge and spin): 158.72 kJ/mol
- E: -1576.60867 Eh

Geometry as XYZ:
```
21
Properties=species:S:1:pos:R:3:forces:R:3:lowdin_charge:R:1
C -1.281 1.521 0.839 2.425 -1.675 0.859 -0.13
C -1.526 0.135 0.219 -1.572 -1.201 2.031 -0.33
C -0.673 -0.350 -0.929 1.366 2.230 0.878 -0.43
C -1.098 -1.716 -1.286 -2.888 -0.066 -1.731 -0.62
N 1.742 -0.271 0.883 -0.908 -3.396 1.764 -0.21
O 1.879 1.908 1.286 0.047 -0.132 0.285 -0.40
O 4.067 1.014 0.287 -0.724 -0.413 0.061 -0.49
O 2.006 1.293 -1.193 -0.589 -0.210 -0.707 -0.42
P 2.545 1.074 0.181 2.507 1.497 0.031 -0.10
S -0.443 -2.874 -0.050 -0.633 -0.152 -0.099 0.28
S 1.481 -2.356 -0.122 1.736 0.971 0.463 0.19
H -1.897 2.310 0.471 -0.479 0.562 -0.337 0.03
H -0.179 1.702 0.648 -1.137 0.474 0.489 0.05
H -1.377 1.384 1.956 -0.051 0.643 -1.064 0.07
H -2.619 0.067 -0.081 0.774 -0.132 0.242 0.08
H -1.394 -0.661 1.096 -0.339 1.569 -1.820 0.10
H 0.406 -0.233 -0.614 -1.368 -0.569 -0.465 0.01
H -0.658 0.395 -1.721 -0.507 -0.138 -0.616 0.11
H -2.330 -1.644 -1.247 2.796 -0.875 0.002 0.11
H -0.844 -1.970 -2.360 0.007 -0.123 1.261 0.07
H 2.192 -0.725 1.738 -0.463 1.138 -1.528 0.02
```
Forces are in eV/Å.


# 4
2 unconnected molecules or ions with the total composition C4H10NO3S in a non-equilibrium geometry, computed with wB97M-V/def2-TZVPD.

Output
- Net charge: -1
- E_HOMO: -4.364 eV
- Kohn-Sham gap: 7.61 eV
- Relative energy (zero: lowest compared OMol25 entry of this formula, charge and spin): 173.23 kJ/mol
- E: -837.08989 Eh

Geometry as XYZ:
```
19
Properties=species:S:1:pos:R:3:forces:R:3:lowdin_charge:R:1
O 2.594 0.759 -0.797 -0.044 -0.751 1.752 -0.06
C 1.386 1.034 -0.722 -0.962 -0.666 -1.189 -0.69
O 0.805 1.710 -1.596 -1.047 0.652 0.053 -0.09
C 0.322 0.520 0.472 3.770 -2.554 -2.674 -0.30
C 0.557 -1.143 0.710 1.635 3.341 -1.557 -0.22
C -0.733 -1.816 1.080 0.526 -2.636 -0.908 -0.51
S -1.667 -2.738 -0.367 0.590 0.863 1.181 0.58
N 0.701 1.315 1.550 -1.174 0.512 3.272 0.01
H -0.637 0.803 0.130 -1.247 -0.416 -0.519 0.09
H 1.242 -1.131 1.557 -0.270 -0.026 0.450 0.08
H 1.334 -1.490 -0.114 -2.365 0.188 1.140 0.14
H -0.411 -2.742 1.665 -1.115 1.384 -0.136 0.06
H -1.405 -1.093 1.576 0.204 -0.785 -0.093 0.07
H -1.186 -2.035 -1.395 0.044 0.238 -0.009 -0.18
H 1.348 2.010 1.270 0.440 0.836 0.127 0.06
H -0.106 1.710 2.075 1.149 -0.228 -0.601 0.09
H -1.246 1.811 -3.032 0.339 0.023 0.113 0.02
H -1.147 1.209 -1.670 1.186 0.174 0.446 -0.04
O -1.750 1.305 -2.394 -1.660 -0.148 -0.847 -0.09
```
Forces are in eV/Å.


# 5
2 unconnected molecules or ions with the total composition C4H10NOP in a non-equilibrium geometry, computed with wB97M-V/def2-TZVPD.

Output
- E_HOMO: -8.555 eV
- Kohn-Sham gap: 8.39 eV
- Relative energy (zero: lowest compared OMol25 entry of this formula, charge and spin): 358.58 kJ/mol
- E: -629.63540 Eh

Geometry as XYZ:
```
17
Properties=species:S:1:pos:R:3:forces:R:3:lowdin_charge:R:1
C -1.632 -0.873 -1.235 0.148 2.144 2.086 -0.35
P -0.658 0.625 -1.770 -0.122 -0.593 -0.261 0.87
N -0.133 1.129 -0.403 -1.211 -0.635 0.339 -0.37
C 0.640 2.237 -0.100 1.059 2.067 -2.088 -0.47
O 0.730 2.567 1.264 -0.220 -0.049 0.079 -0.06
H -1.564 -1.658 -1.951 0.141 -0.810 -0.342 -0.01
H -2.671 -0.407 -1.324 0.956 -0.986 0.643 0.03
H -1.214 -1.083 -0.133 -1.559 0.217 -2.632 0.05
H 1.672 2.106 -0.514 -0.345 -0.228 0.990 0.13
H 0.328 3.089 -0.786 -0.122 -0.174 1.220 0.12
H -0.147 2.626 1.687 0.430 -0.130 -0.643 0.10
C 0.719 -1.782 0.883 0.220 -0.044 -2.157 -0.09
C 1.366 -0.728 0.427 0.341 -2.426 0.340 -0.10
H 0.464 -2.551 0.177 0.509 -0.862 0.121 0.05
H 0.180 -1.777 1.758 -1.144 0.113 2.003 0.03
H 1.376 0.133 0.973 0.633 2.049 1.410 0.01
H 1.959 -0.835 -0.440 0.288 0.348 -1.109 0.06
```
Forces are in eV/Å.


# 6
2 unconnected molecules or ions with the total composition C4H10NOP in a non-equilibrium geometry, computed with wB97M-V/def2-TZVPD.

Output
- E_HOMO (spin up / spin down): -9.173 / -7.995 eV
- Kohn-Sham gap (spin up / spin down): 8.56 / 8.11 eV
- Relative energy (zero: lowest compared OMol25 entry of this formula, charge and spin): 378.00 kJ/mol
- E: -629.62800 Eh

Geometry as XYZ:
```
17
Properties=species:S:1:pos:R:3:forces:R:3:lowdin_charge:R:1
C 0.335 2.849 -0.577 0.042 -1.582 1.982 -0.21
C -1.888 -1.069 -0.054 -0.496 -0.785 -0.879 -0.19
C 1.432 -1.147 1.444 0.442 1.014 -0.694 -0.21
C -0.694 -0.775 -0.973 2.661 1.055 0.851 -0.33
N -0.163 2.648 0.536 -0.231 -0.999 0.465 0.07
O 1.735 0.403 -0.819 1.473 0.258 -0.464 -0.43
P 0.712 -0.024 0.153 -2.117 -0.600 -0.169 0.76
H 0.118 3.704 -1.064 -0.698 3.172 -1.808 0.03
H 1.006 2.143 -0.992 0.960 -0.735 -0.888 0.00
H -1.564 -1.492 0.978 -0.804 0.552 -1.936 0.09
H -2.382 -0.109 0.046 -0.071 0.178 0.678 0.05
H -2.675 -1.678 -0.610 1.111 0.211 1.100 0.08
H 0.820 -1.757 2.060 -1.117 -0.553 0.115 0.01
H 2.141 -1.785 0.884 0.082 0.537 0.634 0.05
H 1.834 -0.404 2.159 0.616 -0.559 -0.544 0.05
H -0.710 0.084 -1.746 -0.649 -1.492 1.223 0.10
H -0.057 -1.589 -1.424 -1.204 0.329 0.336 0.08
```
Forces are in eV/Å.